No. 1
# C5H11P

A structure of composition C5H11P at a distorted geometry (wB97M-V/def2-TZVPD, the Open Molecules 2025 dataset).

For the energy above the lowest of the compared OMol25 structures with the same formula, charge and spin, the calculation gives 1.148 eV.

The geometry in ORCA input format:
```
! RIJCOSX wB97M-V def2-TZVPD def2/J DEFGRID3
* xyz 0 1
C -0.5280 0.6147 -0.7527
C -0.3205 1.8920 -0.9628
C 1.1287 2.7537 -0.0121
C 0.6647 -1.8948 -0.5750
C -1.0812 -0.9731 1.4094
P 0.4041 -0.3840 0.4675
H -1.3146 0.0857 -1.2887
H -0.8223 2.5594 -1.6356
H 0.7855 3.7631 0.1441
H 1.9645 2.6794 -0.6869
H 1.2397 2.1777 0.8889
H 1.5022 -1.7167 -1.2499
H 0.9240 -2.7260 0.0800
H -0.2199 -2.1511 -1.1568
H -0.7809 -1.7664 2.0917
H -1.4690 -0.1424 1.9966
H -1.8633 -1.3366 0.7411
*
```

No. 2
# C10H14N6O

The molecule C10H14N6O at a distorted geometry (wB97M-V/def2-TZVPD, the Open Molecules 2025 dataset).

For the energy above the lowest of the compared OMol25 structures with the same formula, charge and spin, the calculation gives 0.105 eV. Its structure (SMILES) is CCOc1ccccc1CNn1nnnc1N.

The geometry in ORCA input format:
```
! RIJCOSX wB97M-V def2-TZVPD def2/J DEFGRID3
* xyz 0 1
C -3.0955 -1.0854 -0.4616
C -2.5547 0.1715 0.2031
O -1.1510 0.2164 0.0136
C -0.4686 1.2957 0.4944
C -1.0487 2.3223 1.2311
C -0.2799 3.3817 1.6842
C 1.0723 3.4359 1.4098
C 1.6541 2.4169 0.6744
C 0.9047 1.3514 0.2076
C 1.5509 0.2462 -0.5767
N 1.6164 -0.9499 0.2710
N 1.9854 -2.0849 -0.4136
N 3.2001 -2.6659 -0.4212
N 3.1063 -3.7085 -1.1288
N 1.8863 -3.8673 -1.6340
C 1.1712 -2.8534 -1.1898
N -0.1036 -2.5028 -1.4752
H -2.8167 -1.1040 -1.5120
H -2.7053 -1.9737 0.0286
H -4.1791 -1.0958 -0.3852
H -2.7886 0.1560 1.2760
H -3.0179 1.0598 -0.2470
H -2.1014 2.3093 1.4635
H -0.7509 4.1670 2.2560
H 1.6707 4.2609 1.7630
H 2.7105 2.4516 0.4508
H 2.5436 0.5579 -0.9296
H 0.9313 -0.0075 -1.4413
H 2.2687 -0.8118 1.0397
H -0.6894 -3.2443 -1.8195
H -0.5213 -1.8451 -0.8311
*
```

No. 3
# CH3NOP2S

The molecule CH3NOP2S at a distorted geometry (wB97M-V/def2-TZVPD, the Open Molecules 2025 dataset).

For the energy above the lowest of the compared OMol25 structures with the same formula, charge and spin, the calculation gives 0.866 eV.

The geometry in ORCA input format:
```
! RIJCOSX wB97M-V def2-TZVPD def2/J DEFGRID3
* xyz 0 3
C -0.9315 -0.8236 0.6743
N 0.1462 -1.4899 0.4552
O 0.6485 1.4059 0.7345
P -1.6207 0.6607 0.0287
P 1.7605 1.0577 -0.1944
S 1.4524 -1.0951 -0.3028
H -1.6310 -1.4021 1.3157
H -0.9520 0.5396 -1.1596
H 1.1276 1.1467 -1.5516
*
```

Number 1: molecular weight 102.117 g mol⁻¹. Number 2: molecular weight 234.263 g mol⁻¹. Number 3: molecular weight 139.056 g mol⁻¹.